1.
Entry from the Open Molecules 2025 dataset: 10 unconnected molecules or ions with the total composition H30N6O7S (ωB97M-V with the def2-TZVPD basis set).

The geometry in ORCA input format:
```
! RIJCOSX wB97M-V def2-TZVPD def2/J DEFGRID3
* xyz 4 1
N 2.70 0.06 -2.98
H 2.32 0.77 -3.61
H 2.34 0.19 -2.00
H 3.72 0.05 -2.97
H 2.33 -0.85 -3.25
N 2.31 0.11 2.71
H 3.24 -0.28 2.52
H 2.09 -0.29 3.63
H 1.63 -0.28 2.00
H 2.33 1.13 2.80
N -3.15 0.86 1.87
H -3.51 1.76 1.54
H -3.80 0.12 1.61
H -3.03 0.85 2.89
H -2.20 0.77 1.41
N -0.17 -3.38 -1.39
H -1.00 -3.97 -1.54
H 0.30 -3.24 -2.28
H 0.45 -3.92 -0.79
H -0.44 -2.43 -1.04
N -0.47 3.70 0.87
H -0.06 4.20 0.07
H 0.32 3.56 1.49
H -0.77 2.74 0.54
H -1.26 4.23 1.24
N -1.06 -2.81 2.39
H -0.82 -2.76 3.38
H -0.48 -2.07 1.89
H -2.07 -2.69 2.26
H -0.84 -3.77 2.13
S 0.16 0.00 -0.14
O -0.80 1.03 0.38
O -0.44 -0.62 -1.33
O 1.44 0.64 -0.48
O 0.50 -1.07 0.88
O -3.07 0.25 -1.66
H -3.16 1.21 -1.59
H -2.17 0.04 -1.39
O -0.58 -0.68 -4.18
H -0.82 -0.32 -3.32
H -0.21 -1.55 -4.01
O 3.03 3.01 -0.41
H 2.45 2.24 -0.51
H 2.77 3.47 0.39
*
```

DFT total energy: -1269.93441 a.u.

2.
Entry from the Open Molecules 2025 dataset: 2 unconnected molecules or ions with the total composition C2H7N3OS (ωB97M-V with the def2-TZVPD basis set).

The geometry in ORCA input format:
```
! RIJCOSX wB97M-V def2-TZVPD def2/J DEFGRID3
* xyz 0 1
C 1.83 0.99 -0.04
C -0.68 0.22 -0.03
H 2.34 -0.01 0.57
H 1.80 0.56 -1.18
H 2.49 1.98 -0.18
H 0.38 1.86 1.47
H -2.60 1.21 -0.41
H -1.96 -1.49 -0.20
H 0.35 -3.12 -0.36
N 0.26 1.27 0.08
N -2.15 0.35 0.16
N -0.34 -0.97 -0.13
O -2.70 -0.93 0.08
S 0.97 -1.93 0.17
*
```

energy above the lowest of the compared OMol25 structures with the same formula, charge and spin: 153.73 kcal per mole
DFT total energy: -717.83091 a.u.

3.
Entry from the Open Molecules 2025 dataset: 3 unconnected molecules or ions with the total composition C22H46N6O4PS (ωB97M-V with the def2-TZVPD basis set).

The geometry in ORCA input format:
```
! RIJCOSX wB97M-V def2-TZVPD def2/J DEFGRID3
* xyz 1 1
C -2.83 1.55 3.14
C -2.23 1.71 1.83
C -0.68 1.98 1.81
C 0.06 1.57 0.48
N -0.09 0.55 -0.31
C -1.06 -0.55 -0.13
C -2.37 -0.35 -1.02
N -3.56 -0.64 -0.56
C 0.90 0.59 -1.44
C 0.72 -0.36 -2.70
C 2.16 -0.96 -3.11
O 2.32 -0.79 -4.54
C 2.27 -2.53 -2.79
N 3.17 -2.83 -1.62
C 1.24 2.12 -1.63
P 0.22 3.18 -2.80
N -1.11 2.50 -3.36
C 1.24 2.48 -0.06
S 2.87 2.07 0.78
C 1.16 4.07 0.17
O 2.18 4.64 -0.65
C 2.66 5.89 -0.13
C 4.26 5.93 -0.30
C 4.95 5.35 1.03
H -2.84 0.56 3.69
H -3.37 2.40 3.66
H -2.88 1.58 0.92
H -0.55 3.09 2.01
H -0.16 1.45 2.67
H -1.41 -0.67 0.93
H -0.61 -1.55 -0.43
H -2.34 0.00 -2.09
H -3.45 -0.97 0.41
H 1.82 0.14 -0.94
H 0.30 0.18 -3.61
H 0.06 -1.25 -2.53
H 3.02 -0.42 -2.61
H 3.19 -0.40 -4.66
H 2.76 -3.01 -3.69
H 1.28 -3.01 -2.54
H 4.15 -2.71 -1.90
H 2.97 -2.20 -0.84
H 2.31 2.09 -2.02
H 1.11 3.55 -3.87
H -0.19 4.40 -2.14
H -1.18 1.56 -2.95
H 3.12 3.05 1.72
H 0.12 4.49 -0.01
H 1.39 4.24 1.27
H 2.40 6.09 0.95
H 2.27 6.74 -0.78
H 4.59 6.99 -0.50
H 4.53 5.32 -1.21
H 5.86 5.96 1.29
H 4.18 5.32 1.85
H 5.23 4.28 0.78
C 1.33 -8.19 -0.44
C 2.02 -6.87 -0.27
O 2.08 -6.29 0.81
N 2.60 -6.31 -1.37
C 2.64 -6.82 -2.72
H 0.92 -8.51 0.52
H 0.50 -8.10 -1.15
H 2.04 -8.95 -0.78
H 3.04 -5.42 -1.18
H 3.68 -6.93 -3.02
H 2.16 -6.09 -3.38
H 2.13 -7.77 -2.82
C -6.14 0.15 3.10
C -6.09 0.09 4.61
O -5.40 0.86 5.26
N -6.84 -0.85 5.24
C -7.72 -1.84 4.65
H -5.49 0.94 2.75
H -5.79 -0.80 2.68
H -7.16 0.36 2.77
H -6.76 -0.82 6.24
H -8.73 -1.68 5.04
H -7.38 -2.83 4.95
H -7.74 -1.78 3.56
*
```

energy above the lowest of the compared OMol25 structures with the same formula, charge and spin: 109.62 kcal per mole
DFT total energy: -2234.34896 a.u.

4.
Entry from the Open Molecules 2025 dataset: 8 unconnected molecules or ions with the total composition C22H44Br10O6S3 (ωB97M-V with the def2-TZVPD basis set).

The geometry in ORCA input format:
```
! RIJCOSX wB97M-V def2-TZVPD def2/J DEFGRID3
* xyz 0 1
O 21.93 -4.52 -0.93
S 23.22 -5.08 -0.67
O 24.02 -5.48 -1.76
C 24.15 -4.04 0.42
C 24.57 -4.92 1.58
C 23.49 -5.95 1.82
C 23.11 -6.47 0.49
H 23.52 -3.25 0.81
H 25.03 -3.57 -0.01
H 25.51 -5.43 1.30
H 24.85 -4.41 2.49
H 22.64 -5.46 2.30
H 23.80 -6.74 2.50
H 22.22 -7.03 0.25
H 23.95 -7.04 0.06
O 25.05 -2.17 -2.80
S 26.36 -2.08 -3.37
O 26.79 -0.87 -4.01
C 27.64 -2.51 -2.19
C 27.89 -4.02 -2.40
C 27.92 -4.19 -3.89
C 26.65 -3.49 -4.44
H 27.38 -2.21 -1.18
H 28.51 -1.92 -2.46
H 28.86 -4.25 -1.92
H 27.22 -4.67 -1.83
H 27.88 -5.20 -4.31
H 28.79 -3.70 -4.32
H 25.75 -4.09 -4.26
H 26.67 -3.18 -5.47
O 24.76 -2.08 6.67
S 23.92 -2.77 5.74
O 24.49 -3.76 4.86
C 22.51 -3.48 6.63
C 21.28 -2.97 5.91
C 21.64 -1.53 5.56
C 22.93 -1.63 4.78
H 22.62 -3.11 7.64
H 22.67 -4.56 6.64
H 21.16 -3.57 5.00
H 20.39 -3.03 6.52
H 21.83 -1.01 6.51
H 20.84 -0.98 5.06
H 23.47 -0.71 4.54
H 22.78 -2.11 3.81
Br 27.24 0.55 2.88
C 25.83 1.34 3.97
C 25.96 0.89 5.42
Br 24.61 1.80 6.47
H 24.89 1.05 3.52
H 25.96 2.41 3.90
H 26.93 1.13 5.84
H 25.73 -0.16 5.54
Br 23.35 -0.31 1.49
C 24.97 -0.53 0.35
C 25.39 0.85 -0.05
Br 27.19 0.77 -0.79
H 24.73 -1.18 -0.48
H 25.64 -1.01 1.05
H 25.44 1.52 0.79
H 24.74 1.22 -0.82
Br 23.76 6.12 3.73
C 24.10 6.78 1.94
C 23.32 5.99 0.93
Br 24.12 4.23 0.69
H 25.16 6.70 1.79
H 23.75 7.81 1.93
H 23.28 6.43 -0.05
H 22.31 5.82 1.31
Br 21.95 1.90 -1.11
C 21.51 1.25 -2.91
C 22.02 -0.17 -3.05
Br 21.64 -0.74 -4.87
H 21.97 1.94 -3.60
H 20.43 1.27 -2.95
H 21.50 -0.85 -2.39
H 23.09 -0.22 -2.94
Br 26.60 5.45 -3.50
C 27.12 3.94 -4.61
C 26.95 2.61 -3.92
Br 25.10 2.24 -3.48
H 28.16 4.08 -4.90
H 26.52 4.05 -5.51
H 27.54 2.58 -3.01
H 27.28 1.77 -4.52
*
```

energy above the lowest of the compared OMol25 structures with the same formula, charge and spin: 0.00 kcal per mole
DFT total energy: -28250.79331 a.u.

Calculated HOMO level, -21.35 -8.34 -10.64 -9.67 eV (same order as the records).